The following is a DFT calculation (ωB97M-V/def2-TZVPD) of a 8-piece molecular cluster, C6H29NO7S overall.

ORCA input file:
```
! wB97M-V def2-TZVPD RIJCOSX def2/J DEFGRID3
* xyz 0 1
H -2.43357 0.88280 3.10624
O -2.63128 -0.76867 -2.09662
H 0.17319 -2.05972 -2.34290
H -0.36856 3.39104 0.68977
H -3.39431 1.56762 1.90833
H 1.23994 0.44818 -2.59725
H 1.03223 -3.40263 -2.32231
H -1.10415 1.47288 -3.40533
H 1.83976 -1.04298 -1.01735
O 0.17402 -3.00441 -2.19246
H -2.71434 -0.04381 1.61202
H 4.22201 0.78910 -0.26968
S -0.01269 -3.97278 2.47961
C -1.19861 1.57571 1.49614
H -1.35490 -1.54838 1.27437
H 0.33485 -1.71737 3.01596
H -3.15435 -1.43985 -2.54256
C -0.67553 0.76284 0.26158
H -1.75551 3.63561 1.90761
H 1.60848 1.75321 -3.34751
C 0.50326 -2.26704 2.09307
H -2.01136 3.15505 0.27190
H -0.47440 1.40944 2.29414
H -0.07084 1.37634 -0.40234
H -0.57948 0.71795 -4.55215
O 2.14027 -0.95171 -1.94015
H 1.61615 0.51844 2.79930
O 3.66410 0.32513 0.36078
O 2.34681 1.15384 2.83528
H 1.18758 -0.09725 0.77650
H 3.86624 0.70537 1.22603
O 1.06604 1.41302 -2.62469
H -0.44230 -2.25068 0.07685
H -2.02477 -0.42488 -2.77255
H -1.51846 0.40956 -0.32721
H 1.56522 -2.21337 1.85335
C -0.30530 -1.66496 0.99715
O -1.42535 1.02199 -4.20181
H -0.41925 -4.29237 1.24184
N 0.21588 -0.33570 0.69035
C -2.50841 0.92972 2.01415
H 3.08551 -0.86038 -1.76400
C -1.31069 3.04058 1.10663
H 2.00689 1.90354 2.32995
*
```

F_max: 0.036 hartree/bohr
Kohn-Sham gap: 0.30117 Ha
ΔE to the lowest compared entry with this formula, charge and spin: 22.97 kcal/mol
SMILES: CC(C)CNCCS.O.O.O.O.O.O.O
E: -1225.59093 Eh

---

The following is a DFT calculation (ωB97M-V/def2-TZVPD) of a 8-piece molecular cluster, C6H29NO9 overall.

ORCA input file:
```
! wB97M-V def2-TZVPD RIJCOSX def2/J DEFGRID3
* xyz 0 1
H 1.69318 1.12196 1.53091
H 2.61508 5.79066 -1.11425
N -1.80702 -1.35705 -0.93680
C -4.88018 -0.20997 -0.20723
H 5.49190 4.43428 3.94599
H -2.18667 6.08569 -0.90048
H -2.36799 -3.14223 -5.02515
C -3.13600 -1.23140 1.08545
H 5.56321 1.43514 -0.42789
O 3.85044 -4.33164 2.41213
H -3.09809 -1.69404 2.07166
O -4.51428 -1.04469 0.88975
O -2.15293 -1.32091 -3.92010
H -1.49106 -3.08707 -2.05794
O 2.68933 -1.71757 6.79437
H -0.18347 -2.06320 -3.77338
C -2.86216 -2.49055 -4.30458
H 0.06437 -2.36369 -1.60149
H 2.66889 -0.83744 6.41862
H -3.90375 -2.31289 -4.57222
H 4.10689 4.45130 3.33497
O 3.38086 6.33270 -0.92453
H 2.72081 0.23403 2.19983
H 3.06579 -2.26427 6.10470
O -1.95589 5.16290 -0.79357
C -0.90458 -1.42119 -3.26749
H -3.02460 -2.98214 -3.34539
H -4.60398 -0.71223 -1.13434
H 6.38843 2.59385 -0.94588
C -0.96359 -2.14764 -1.89257
C -2.48746 -2.16597 0.05679
H 4.60291 -4.01047 1.91526
O 4.82664 5.02627 3.59497
H -3.28047 -2.65905 -0.50546
H -2.61052 -0.28792 1.23315
H -2.48923 -0.84058 -1.47341
H 3.43835 -4.97444 1.83487
H -1.89988 -3.00780 0.42308
H -5.96025 -0.06963 -0.25036
O 6.26607 1.64932 -1.04136
H 3.63328 6.08824 -0.03416
O 2.63216 1.04586 1.70051
H -0.39223 -0.46309 -3.18007
H -4.43821 0.77423 -0.05195
H -2.10417 4.98446 0.13509
*
```

F_max: 0.050 hartree/bohr
Kohn-Sham gap: 0.31995 Ha
ΔE to the lowest compared entry with this formula, charge and spin: 128.37 kcal/mol
SMILES: COCCNCCOC.O.O.O.O.O.O.O
E: -977.79718 Eh

---

The following is a DFT calculation (ωB97M-V/def2-TZVPD) of a 2-piece molecular cluster, C6H2Cl6 overall.

ORCA input file:
```
! wB97M-V def2-TZVPD RIJCOSX def2/J DEFGRID3
* xyz 0 1
C -0.12488 2.11681 0.39237
C 2.55371 2.50878 1.73712
Cl 2.86977 1.45009 4.19632
Cl 0.87727 -2.74667 -2.17540
C 1.95804 3.33324 0.66320
C 0.75190 3.15887 0.07948
Cl 2.84556 4.69021 0.12660
C 2.02171 2.22006 2.93527
H -0.29033 -2.15498 -2.22168
Cl 0.00758 4.24728 -1.08166
C -0.79411 1.11510 0.47476
Cl 0.50123 2.82565 3.40061
H -1.63233 0.47812 0.52749
Cl 4.16043 2.13051 1.26810
*
```

F_max: 0.036 hartree/bohr
Kohn-Sham gap: 0.32304 Ha
ΔE to the lowest compared entry with this formula, charge and spin: 25.91 kcal/mol
SMILES: C#C/C(Cl)=C(/Cl)C(Cl)=C(Cl)Cl.Cl
E: -2990.87357 Eh

---

The following is a DFT calculation (ωB97M-V/def2-TZVPD) of one molecule with the formula C6H2F12.

ORCA input file:
```
! wB97M-V def2-TZVPD RIJCOSX def2/J DEFGRID3
* xyz 0 1
F -0.43159 2.02574 2.35434
F 1.42538 -0.71107 -1.50949
C -1.27230 1.54527 1.45527
H -0.55530 -1.21807 -1.50053
F -1.95699 0.46306 1.97953
F 1.80248 -2.86033 0.12131
F 0.81387 -3.32441 -1.92456
F 1.64351 2.22849 0.24301
F 1.14282 -0.31980 1.28746
F -1.51661 0.63945 -0.65830
H -0.65397 -1.18718 0.98716
C 0.39856 -1.27799 -0.86748
F -1.98754 2.58964 1.15939
C -0.50452 1.00905 0.18336
F -0.30523 -3.47583 -0.02632
C 0.06426 -0.41483 0.46514
F 0.06798 3.30595 -0.68462
C 0.63424 -2.75958 -0.65819
C 0.51939 2.02977 -0.53076
F 0.67156 1.71268 -1.87573
*
```

F_max: 0.074 hartree/bohr
Kohn-Sham gap: 0.48053 Ha
ΔE to the lowest compared entry with this formula, charge and spin: 30.29 kcal/mol
SMILES: F[C@H]([C@@H](F)C(F)(C(F)(F)F)C(F)(F)F)C(F)(F)F
E: -1428.20225 Eh

---

The following is a DFT calculation (ωB97M-V/def2-TZVPD) of C6H2InO4 as an isolated structure.

ORCA input file:
```
! wB97M-V def2-TZVPD RIJCOSX def2/J DEFGRID3
* xyz 1 1
In 3.78737 -7.12389 -1.29588
O -0.14735 3.18533 0.93576
C 0.97893 1.23788 0.36272
C 0.98745 -0.12406 -0.11135
C -1.58790 1.28693 0.39085
O 2.01872 -0.87460 -0.11032
O -2.73804 1.87356 0.42857
C -0.18069 1.97538 0.46759
H 1.91624 1.76548 0.46015
O -0.37039 -1.90910 -0.92281
C -1.63710 -0.04893 -0.00627
H -2.63041 -0.45863 -0.11522
C -0.39682 -0.78535 -0.48380
*
```

F_max: 0.132 hartree/bohr
Kohn-Sham gap: 0.17618 Ha
ΔE to the lowest compared entry with this formula, charge and spin: 56.03 kcal/mol
E: -720.45536 Eh

---

The following is a DFT calculation (ωB97M-V/def2-TZVPD) of one molecule with the formula C6H2N2.

ORCA input file:
```
! wB97M-V def2-TZVPD RIJCOSX def2/J DEFGRID3
* xyz 0 1
C -2.21565 -0.65194 0.10319
H -0.44643 2.58455 -0.14401
C 2.72154 -0.19015 -0.01671
C 0.13124 0.00643 0.61310
C -1.19305 0.43050 0.20437
N 3.92322 -0.39713 -0.36555
N -3.00666 -1.46511 -0.32684
H -2.34687 2.13145 -0.86034
C 1.32695 -0.09120 0.26458
C -1.37480 1.88298 -0.19335
*
```

F_max: 0.195 hartree/bohr
Kohn-Sham gap: 0.29786 Ha
ΔE to the lowest compared entry with this formula, charge and spin: 56.66 kcal/mol
SMILES: C=C(C#N)C#CC#N
E: -339.13465 Eh

---

The following is a DFT calculation (ωB97M-V/def2-TZVPD) of a 9-piece molecular cluster, C6H30O9 overall.

ORCA input file:
```
! wB97M-V def2-TZVPD RIJCOSX def2/J DEFGRID3
* xyz -1 2
H -1.54547 1.78788 0.19509
H 2.58222 -1.01951 4.85213
H 2.54855 2.29248 -2.48830
H -2.39592 1.19181 -5.05946
O 1.67683 2.28889 -2.88369
H -0.82396 1.80819 -5.69062
H -0.91992 -0.75885 0.62236
H 0.20087 1.05889 4.85369
O -0.15003 3.67302 2.19854
H -1.13865 -4.68683 0.55183
C -1.32295 1.27046 -4.88441
O -0.78323 -4.38303 -0.28340
O 1.87746 -3.43751 -0.20094
H -1.21639 -0.57533 -3.71672
H 1.87369 -3.46178 -1.15783
O -0.40269 1.36593 -1.02625
H -1.08938 1.92333 -4.04339
H 0.08403 -4.04169 -0.06523
C 1.63034 -0.56210 4.58231
H 0.24826 4.38340 2.70149
H 2.54993 -2.79320 0.02014
C 0.99202 0.57537 5.42676
H 0.64697 -1.25497 0.70900
O 0.73928 -1.64014 4.54524
H 0.39256 0.41801 1.26060
H -1.51129 2.84030 1.28282
H -0.01928 -0.62335 -1.45041
O -3.57449 -1.77741 0.94525
H 1.63851 1.42641 5.64096
H -0.02097 1.70096 -1.84090
O -0.38949 -0.83404 -5.57825
H 0.44948 2.93508 2.30933
H -3.06019 -1.46396 1.68922
C 0.34421 0.20166 -0.83776
H 1.60901 1.43324 -3.30736
H 1.38507 0.47467 -1.01143
C -0.65815 -0.02755 -4.47593
O -2.11355 2.34191 0.73043
H -4.20788 -1.07903 0.78009
C 0.08223 -0.33821 0.53954
H 1.01401 -2.25605 3.86205
H -0.00846 -0.22897 -6.21881
H 1.83246 -0.29234 3.54574
H 0.65069 0.09740 6.34498
H 0.30368 0.04652 -3.96849
*
```

F_max: 0.031 hartree/bohr
Kohn-Sham gap (alpha / beta): 0.09088 / 0.36711 Ha
ΔE to the lowest compared entry with this formula, charge and spin: 8.10 kcal/mol
E: -923.66212 Eh

---

The following is a DFT calculation (ωB97M-V/def2-TZVPD) of C6H31B4NSn as an isolated structure.

ORCA input file:
```
! wB97M-V def2-TZVPD RIJCOSX def2/J DEFGRID3
* xyz -2 1
H 9.03853 -9.79600 -5.49874
H 11.84415 -9.84809 -9.16821
H 15.36173 -8.81589 -7.18660
H 8.94661 -7.68584 -8.20845
H 10.28406 -14.15568 -7.57215
H 10.00913 -9.09623 -9.18291
H 11.53378 -13.54596 -6.22756
Sn 10.22922 -11.41943 -7.13089
H 13.04514 -8.60022 -9.08934
H 12.75216 -11.63017 -4.55983
H 13.01241 -9.43758 -5.29830
B 9.96037 -9.81015 -4.73115
C 13.79304 -11.81167 -4.84741
B 8.52607 -13.02334 -5.13237
H 8.00801 -13.56546 -4.18554
H 11.92736 -15.25777 -7.27644
H 14.31220 -10.98195 -4.35269
H 14.80977 -7.74644 -5.86784
H 14.15603 -12.74618 -4.42509
N 13.31985 -10.63651 -7.00422
H 9.69779 -12.94730 -4.86130
H 13.19726 -9.89650 -10.32318
H 15.52431 -9.36188 -5.54042
H 8.07041 -11.91365 -5.18063
H 12.76996 -8.70360 -6.78631
H 12.03126 -13.44532 -8.06297
H 9.66798 -9.25718 -3.70643
C 14.88185 -8.77976 -6.20558
B 9.54137 -8.72143 -8.13195
C 12.90546 -9.66237 -9.29744
H 10.87382 -9.23185 -5.26704
H 8.74881 -9.60542 -7.84590
H 14.99817 -11.86446 -6.63077
C 13.47735 -9.36912 -6.28083
H 10.39244 -8.66821 -7.29496
H 8.40018 -13.75408 -6.08144
H 13.58993 -11.56680 -8.79633
C 13.74107 -10.55739 -8.39230
B 11.44908 -14.16064 -7.26395
H 10.35805 -10.91208 -4.44132
C 13.92778 -11.80036 -6.35274
H 14.82444 -10.39392 -8.52202
H 13.44843 -12.70235 -6.72574
*
```

F_max: 0.047 hartree/bohr
Kohn-Sham gap: 0.27041 Ha
ΔE to the lowest compared entry with this formula, charge and spin: 0.00 kcal/mol
E: -615.40891 Eh